A gas-phase ion, C3H5O3 (charge +1) at a distorted geometry, computed with wB97M-V/def2-TZVPD.

Values from the calculation:
maximum force	0.0723	hartree/bohr
energy relative to the best compared isomer or geometry (same formula, charge and spin)	0.572	eV
LUMO	-4.541	eV
HOMO-LUMO gap	11.917	eV
highest occupied orbital energy	-16.458	eV

```
! RIJCOSX wB97M-V def2-TZVPD def2/J DEFGRID3
* xyz 1 1
C -0.63 -1.24 0.03
C 1.43 0.16 -0.01
C 0.18 1.09 0.05
O 2.57 0.34 -0.06
O -0.98 0.23 0.28
O 0.79 -1.13 -0.01
H -1.02 -1.58 -0.93
H -0.95 -1.83 0.89
H 0.10 1.66 -0.88
H 0.26 1.77 0.91
H -1.75 0.52 -0.25
*
```